# C4H7N2

A cluster of 2 separate species, C4H7N2 in total at a distorted geometry (the ωB97M-V functional and the def2-TZVPD basis, OMol25).

```
13
Properties=species:S:1:pos:R:3:forces:R:3:lowdin_charge:R:1
C -1.922559 -1.064776 -1.280311 1.956 -0.787 -0.143 0.082
C -2.325994 -0.306917 -0.339213 0.262 0.586 2.817 0.225
C -1.407427 -0.522812 0.817530 -0.325 1.614 0.391 -0.045
C 2.174768 0.825114 0.301484 0.883 2.048 -2.736 -0.169
N 0.814365 0.736582 0.212495 -0.539 -1.085 3.594 0.015
N -0.826119 -1.154428 -0.366320 -1.973 0.089 -0.872 0.228
H -1.887618 -1.230390 -2.284755 -0.283 -0.896 -2.443 0.120
H -0.834732 0.352663 1.148523 -0.114 -0.353 -0.186 0.100
H -1.689561 -1.153460 1.608524 -0.686 -1.093 0.723 0.129
H 2.572923 -0.034225 -0.226801 0.588 -0.615 -0.017 0.101
H 2.547518 1.707348 -0.346499 0.009 -1.033 1.375 0.128
H 2.423815 0.823213 1.324983 0.994 0.095 1.006 0.070
H 0.360620 1.022087 -0.569642 -0.771 1.431 -3.510 0.015
```
Forces are in eV/Å.

- ⟨S²⟩ = 2.019
- frontier orbital gap (alpha / beta) (eV) = 7.1 / 6.4
- total charge = +1
- M (g/mol) = 83.11
- relative energy (zero: lowest compared OMol25 entry of this formula, charge and spin) (kcal/mol) = 122.6
- multiplicity = 3

=====

# C4H7N2O

The ion C4H7N2O with charge +1 at a distorted geometry (the ωB97M-V functional and the def2-TZVPD basis, OMol25).

```
14
Properties=species:S:1:pos:R:3:forces:R:3:lowdin_charge:R:1
C 1.998875 0.026741 -0.111616 -1.554 0.369 0.526 -0.060
C -2.045983 0.477374 -0.135052 3.856 0.683 -0.134 -0.090
C 2.655398 -1.107492 0.034498 1.354 0.383 -1.805 0.028
C 1.326517 1.195269 -0.089308 4.719 -1.777 0.003 -0.169
N -0.774035 0.328149 0.175018 0.026 2.660 -1.333 0.107
N -2.788950 -0.556046 -0.044181 -3.665 -0.825 -0.034 0.207
O 0.023155 1.460126 -0.214218 -2.186 -0.951 0.874 -0.014
H 3.164096 -1.457699 0.914221 -0.722 0.055 0.939 0.064
H 3.133090 -1.667760 -0.825992 -1.066 0.921 0.530 0.094
H 2.004064 2.064017 0.009800 -1.076 -0.098 -0.301 0.147
H -2.124550 1.488204 -0.547468 -1.506 -0.401 -0.095 0.193
H -0.349047 -0.318020 0.784931 0.779 -1.022 0.746 0.156
H -3.820395 -0.473875 -0.173387 1.315 -0.287 0.131 0.178
H -2.402235 -1.458986 0.222759 -0.274 0.291 -0.047 0.160
```
Forces are in eV/Å.

- frontier orbital gap (eV) = 8.9
- total charge = +1
- M (g/mol) = 99.11
- SMILES = C=C=CONC=[NH2+]
- relative energy (zero: lowest compared OMol25 entry of this formula, charge and spin) (kcal/mol) = 113.5
- multiplicity = 1

=====

# C4H7N2O

A structure of composition C4H7N2O at a distorted geometry (the ωB97M-V functional and the def2-TZVPD basis, OMol25).

```
14
Properties=species:S:1:pos:R:3:forces:R:3:lowdin_charge:R:1
C 3.400992 -0.342801 -0.442577 -3.905 1.424 2.383 0.246
C 2.345148 0.205960 -0.061893 2.228 -1.498 -1.476 -0.041
C 1.000639 0.506681 0.237942 -2.204 -1.210 0.242 -0.082
C -2.505816 -0.492222 -0.362590 -0.543 2.926 -1.508 -0.061
N 0.521426 1.600301 0.775882 -0.510 -1.104 -0.239 0.218
N -0.221691 -0.873401 -0.315735 3.158 0.775 -0.931 0.057
O -1.376125 -1.055565 0.293881 -0.066 -0.151 2.028 -0.186
H 4.216511 -1.021777 -0.358352 0.588 0.135 -0.673 0.070
H -2.189776 -0.326652 -1.404538 -0.409 -0.384 0.146 0.090
H -2.809279 0.591919 -0.029832 0.755 -2.069 0.105 0.116
H -3.402362 -1.124569 -0.310706 0.733 -0.112 0.305 0.101
H 1.114643 2.355039 1.114873 0.068 -0.076 -0.303 0.155
H -0.496923 1.705354 0.982897 1.190 -0.386 -0.272 0.162
H 0.402613 -1.728270 -0.119255 -1.084 1.729 0.191 0.155
```
Forces are in eV/Å.

- frontier orbital gap (alpha / beta) (eV) = 8.3 / 8.3
- total charge = +1
- M (g/mol) = 99.11
- relative energy (zero: lowest compared OMol25 entry of this formula, charge and spin) (kcal/mol) = 163.4
- multiplicity = 1

=====

# C4H7N2O

A cluster of 2 separate species, C4H7N2O in total at a distorted geometry (the ωB97M-V functional and the def2-TZVPD basis, OMol25).

```
14
Properties=species:S:1:pos:R:3:forces:R:3:lowdin_charge:R:1
C 0.656146 0.128283 -0.626891 1.747 -0.735 1.355 -0.563
C 1.833394 0.478787 0.149129 1.433 3.348 0.749 -0.001
C -1.815421 -0.113468 -0.535373 -1.958 -0.425 -2.724 0.004
C -0.555902 -0.255104 0.171268 -0.563 -0.701 -2.192 -0.251
N -0.465716 -0.047898 2.582810 -0.588 -0.085 -2.704 0.437
N -0.573062 -0.117428 1.459514 0.870 -0.010 5.652 0.072
O 0.546020 0.059087 -1.784501 -0.238 0.269 -3.041 0.165
H 2.875235 0.292736 -0.262961 -1.637 -0.031 0.290 0.136
H 1.713660 0.148838 1.192844 0.602 0.197 -0.438 0.069
H 1.698356 1.682666 0.144006 0.623 -2.434 0.335 0.179
H -2.635917 0.403858 -0.024005 0.488 0.005 0.306 0.113
H -1.603589 0.412837 -1.547884 -0.335 -0.966 1.756 0.146
H -2.267585 -1.113700 -0.804427 0.560 0.817 0.194 0.140
H 0.594382 -1.959494 -0.113529 -1.007 0.749 0.462 0.353
```
Forces are in eV/Å.

- frontier orbital gap (alpha / beta) (eV) = 7.2 / 8.6
- total charge = +1
- M (g/mol) = 99.11
- relative energy (zero: lowest compared OMol25 entry of this formula, charge and spin) (kcal/mol) = 163.2
- multiplicity = 1

=====

# C4H7N2O

The ion C4H7N2O with charge +1 at a distorted geometry (the ωB97M-V functional and the def2-TZVPD basis, OMol25).

```
14
Properties=species:S:1:pos:R:3:forces:R:3:lowdin_charge:R:1
C 0.793499 -0.138888 1.495180 -1.724 -0.291 1.466 -0.161
C -1.959052 0.796032 -0.374517 1.594 1.242 1.504 0.112
C -2.795878 0.435415 -1.445724 0.416 -0.836 -1.515 0.029
C 2.789496 -0.529427 0.252961 1.370 -2.216 -0.240 -0.093
N -0.613774 0.069112 1.442458 0.413 -0.650 4.666 0.141
N 1.427820 -0.397980 0.488077 -0.728 0.261 -1.775 0.035
O -1.206620 0.342376 0.423792 -1.603 0.229 -4.391 0.112
H 0.894841 -0.182103 2.579967 1.244 0.060 -0.011 0.146
H -3.684365 -0.057275 -1.052154 -0.188 -0.101 -0.378 0.137
H -2.935228 1.287972 -2.073962 -1.024 0.934 0.069 0.103
H -2.187264 -0.144689 -2.162487 -0.269 -0.807 0.526 0.141
H 2.935641 -0.933869 -0.769714 0.116 -0.350 0.910 0.105
H 3.113306 0.441620 0.144455 1.079 2.474 -0.144 0.070
H 3.427578 -0.988297 1.051667 -0.696 0.052 -0.686 0.121
```
Forces are in eV/Å.

- frontier orbital gap (alpha / beta) (eV) = 8.2 / 8.4
- total charge = +1
- M (g/mol) = 99.11
- relative energy (zero: lowest compared OMol25 entry of this formula, charge and spin) (kcal/mol) = 212.6
- multiplicity = 1

=====

# C4H7N2O

The ion C4H7N2O with charge +1 at a distorted geometry (the ωB97M-V functional and the def2-TZVPD basis, OMol25).

```
14
Properties=species:S:1:pos:R:3:forces:R:3:lowdin_charge:R:1
C 0.261410 0.413301 -1.757862 -0.221 2.313 2.721 -0.112
C -1.120928 -1.015993 1.509552 -3.381 0.228 1.528 -0.244
C 0.973685 0.129142 0.708489 -0.078 -1.070 2.480 0.033
C -0.597094 0.068556 0.694989 2.746 0.934 -0.887 -0.072
N 0.268953 -0.255431 -0.483246 1.160 -5.382 -1.071 -0.059
N 0.715819 1.546132 -1.535614 -0.229 0.674 -0.351 0.213
O -0.748175 -2.133485 1.563847 1.444 -1.371 -0.589 0.134
H -0.346400 -0.034503 -2.496771 -0.397 -0.454 -1.039 0.146
H -2.030249 -0.738541 2.130456 0.806 0.231 -0.419 0.163
H 1.645980 1.033396 0.792940 -1.270 -1.118 -0.433 0.160
H 1.261873 -0.887963 1.258651 0.002 2.584 -1.205 0.182
H -1.205991 0.933875 0.529479 0.023 0.453 -0.049 0.158
H 0.491925 -1.265232 -0.710143 -1.062 0.746 1.052 0.217
H 0.429193 2.206745 -2.204768 0.457 1.232 -1.738 0.081
```
Forces are in eV/Å.

- frontier orbital gap (eV) = 10.3
- total charge = +1
- M (g/mol) = 99.11
- SMILES = [H]/N=C/[N@H+]1C[C@@H]1C=O
- relative energy (zero: lowest compared OMol25 entry of this formula, charge and spin) (kcal/mol) = 91.9
- multiplicity = 1

=====

# C4H7N2O2

A cluster of 2 separate species, C4H7N2O2 in total at a distorted geometry (the ωB97M-V functional and the def2-TZVPD basis, OMol25).

```
15
Properties=species:S:1:pos:R:3:forces:R:3:lowdin_charge:R:1
C -2.125203 -0.194427 0.234630 1.267 -0.896 -0.018 0.023
C -1.176132 -0.865356 -0.544385 -2.655 0.751 0.374 -0.016
C -1.611995 0.980657 0.804301 -4.457 0.779 0.325 -0.097
C 0.402912 0.883565 -0.192047 -2.582 -2.812 0.166 -0.380
N -0.467586 1.473512 0.600478 3.428 1.165 -0.780 0.179
N 0.043387 -0.361519 -0.765062 1.057 2.775 0.748 0.169
O 2.183074 -0.980223 0.522374 0.355 5.170 2.064 -0.012
O 1.463597 1.535265 -0.381163 3.168 0.954 -1.087 0.211
H -3.148039 -0.590008 0.425854 1.086 0.461 -0.384 0.141
H -1.581509 -1.656929 -1.145041 0.791 -0.790 -0.141 0.141
H -2.268791 1.764632 1.252571 0.080 -1.321 0.346 0.153
H 2.917127 -0.586126 1.085734 -1.170 -1.585 -1.158 0.127
H 0.786155 -0.842243 -1.240968 -0.162 -0.356 -0.406 0.160
H 2.305405 -1.821138 0.233118 1.442 -3.925 -0.642 0.004
H 2.277604 1.260343 -0.890387 -1.648 -0.370 0.593 0.197
```
Forces are in eV/Å.

- frontier orbital gap (alpha / beta) (eV) = 10.1 / 10.1
- total charge = +1
- M (g/mol) = 115.11
- relative energy (zero: lowest compared OMol25 entry of this formula, charge and spin) (kcal/mol) = 17.4
- multiplicity = 1

=====

# C4H7N2O2

The ion C4H7N2O2 with charge +1 at a distorted geometry (the ωB97M-V functional and the def2-TZVPD basis, OMol25).

```
15
Properties=species:S:1:pos:R:3:forces:R:3:lowdin_charge:R:1
C 0.781777 2.177265 -0.290169 -2.043 1.479 0.081 0.128
C -0.567213 0.143454 0.513198 -0.376 3.774 0.583 0.015
C -0.897386 -1.067459 0.176153 1.009 -3.450 -0.784 -0.045
C 0.627281 0.885189 -0.119151 -0.987 -1.601 1.416 -0.240
N -2.057945 -1.726263 0.718936 -3.318 -0.477 1.940 -0.365
N 1.678392 -0.095380 -0.620652 -0.784 1.110 0.514 0.252
O -2.974496 -1.002486 1.156598 1.719 -1.052 -0.823 0.080
O -2.088374 -2.964702 0.748865 0.687 2.087 -0.473 0.099
H 1.497652 2.766634 -0.813151 1.230 -0.439 -0.314 0.085
H -0.041852 2.900750 -0.044572 0.564 -1.248 0.284 0.125
H -1.337110 0.740443 1.209520 1.956 -1.282 -1.758 0.198
H -0.365624 -1.919065 -0.351449 -0.245 1.610 0.210 0.159
H 1.510795 -0.125917 -1.608354 -0.134 -0.965 -0.917 0.170
H 1.629323 -0.999101 -0.133106 -0.017 0.171 -0.402 0.170
H 2.604777 0.286639 -0.542667 0.739 0.280 0.444 0.168
```
Forces are in eV/Å.

- frontier orbital gap (eV) = 9.6
- total charge = +1
- M (g/mol) = 115.11
- SMILES = C=C([NH3+])/C=C/[N+](=O)[O-]
- relative energy (zero: lowest compared OMol25 entry of this formula, charge and spin) (kcal/mol) = 121.1
- multiplicity = 1

=====

# C4H7N2O2S

The ion C4H7N2O2S with charge +1 at a distorted geometry (the ωB97M-V functional and the def2-TZVPD basis, OMol25).

```
16
Properties=species:S:1:pos:R:3:forces:R:3:lowdin_charge:R:1
C 0.023556 1.646964 0.174136 -0.268 -0.640 -1.402 -0.108
C -1.300580 -0.336667 0.365942 3.018 0.458 -0.334 -0.167
C 0.931798 1.246253 -0.868173 2.053 -1.479 0.308 -0.106
C 0.169897 -1.220594 0.232518 -2.441 -0.147 -1.651 -0.075
N -1.001469 0.961124 0.463888 -1.607 -1.047 0.966 0.163
N -2.553545 -0.803876 0.278953 5.886 -4.145 0.081 0.248
O 2.002654 0.209860 1.351296 1.027 0.854 1.864 -0.239
O 2.581156 -0.905205 -0.822432 -0.250 -0.012 0.440 -0.236
S 1.684055 -0.245154 0.067468 -1.718 -0.097 -2.049 0.668
H 0.398166 2.478075 0.694883 -0.483 1.131 1.430 0.141
H 0.648019 0.951657 -1.862653 -0.528 -0.276 -0.161 0.126
H 1.843829 1.822689 -0.900502 0.046 0.701 -0.242 0.113
H 0.384417 -2.175238 0.728763 -0.471 0.589 0.812 0.119
H 0.126256 -1.558183 -0.806032 -0.459 -0.050 -0.241 0.097
H -2.652255 -1.822435 0.473729 -0.179 1.221 -0.459 0.173
H -3.285948 -0.249276 0.428219 -3.626 2.939 0.636 0.082
```
Forces are in eV/Å.

- frontier orbital gap (eV) = 9.4
- total charge = +1
- M (g/mol) = 147.18
- SMILES = [NH2+]=C1CS(=O)(=O)CC=N1
- relative energy (zero: lowest compared OMol25 entry of this formula, charge and spin) (kcal/mol) = 67.3
- multiplicity = 1

=====

# C4H7N2O3

The ion C4H7N2O3 with charge -1 at a distorted geometry (the ωB97M-V functional and the def2-TZVPD basis, OMol25).

```
16
Properties=species:S:1:pos:R:3:forces:R:3:lowdin_charge:R:1
C 0.322676 -0.090043 0.192032 5.416 -0.093 2.320 -0.222
C -0.735569 -0.054850 -0.641937 -3.942 0.425 -0.814 -0.218
C 0.756615 -1.448688 0.846580 0.840 2.281 1.434 -0.037
C -1.336142 1.078668 -1.403606 -0.084 1.367 -1.277 -0.081
N 1.270367 0.880303 0.396166 -2.481 0.216 -1.153 -0.148
N -1.714455 -1.082005 -0.661692 -0.269 -1.015 0.847 -0.352
O 1.287700 2.175087 0.024522 -0.435 -0.721 -0.149 -0.294
O -2.860149 -0.830199 -1.120959 1.249 -0.380 0.153 -0.057
O -1.494218 -2.263840 -0.204380 -0.933 1.038 -0.875 -0.104
H -0.014422 -2.091973 0.450803 0.833 -1.085 0.241 0.000
H 0.666778 -1.366994 1.995428 0.034 -0.130 -1.670 0.091
H 1.849901 -1.606008 0.620328 -1.222 -0.248 0.016 0.076
H -1.469597 0.544271 -2.391937 -0.424 1.472 0.522 0.087
H -0.741909 2.017009 -1.516306 0.241 -1.233 0.165 0.068
H -2.329405 1.473587 -1.024765 0.942 -0.950 -0.346 0.084
H 2.101103 0.683113 0.907461 0.234 -0.944 0.585 0.106
```
Forces are in eV/Å.

- frontier orbital gap (alpha / beta) (eV) = 6.8 / 6.8
- total charge = -1
- M (g/mol) = 131.11
- relative energy (zero: lowest compared OMol25 entry of this formula, charge and spin) (kcal/mol) = 78.9
- multiplicity = 1